Record 1
{
  "formula": "C5H8ClN3",
  "method": "the ωB97M-V functional and the def2-TZVPD basis",
  "elements": ["C", "N", "C", "N", "C", "C", "C", "N", "H", "H", "H", "H", "H", "H", "H", "Cl", "H"],
  "coordinates": [[-1.163, 1.636, 1.453], [-0.378, 0.447, 1.594], [0.434, 0.070, 0.583], [1.345, -0.870, 0.902], [2.149, -1.270, -0.038], [2.019, -0.980, -1.362], [0.938, -0.134, -1.670], [0.224, 0.462, -0.694], [-2.100, 1.422, 2.132], [-0.693, 2.554, 1.856], [-1.584, 1.655, 0.368], [-0.186, -0.223, 2.338], [2.997, -2.061, 0.292], [2.646, -1.408, -2.023], [0.675, 0.189, -2.649], [-4.238, -0.451, -1.415], [-3.086, -1.039, -1.666]],
  "forces_ev_per_a": [[-3.7, -0.9, 1.0], [1.5, -0.5, -1.2], [0.4, -1.3, -1.7], [-0.1, 0.6, 1.2], [2.3, -2.9, 1.3], [-2.8, 2.0, 0.7], [0.9, 0.4, 2.2], [-0.1, -0.2, -0.2], [1.5, 0.8, -1.3], [-0.1, -0.4, -0.7], [1.1, 0.5, 2.0], [-0.7, 1.2, 0.6], [-2.0, 1.9, -0.7], [1.8, -1.2, -2.4], [-0.1, 0.0, -0.8], [1.0, -0.5, -0.2], [-1.0, 0.5, 0.2]],
  "mulliken_charge": [-0.72, -0.17, 0.56, -0.61, 0.06, -0.58, -0.28, -0.54, 0.27, 0.24, 0.29, 0.28, 0.24, 0.50, 0.46, -0.26, 0.25],
  "spin_multiplicity": 1,
  "charge": 0,
  "mol_weight_g_mol": 145.6
}

Record 2
{
  "formula": "C5H8ClNO",
  "method": "the ωB97M-V functional and the def2-TZVPD basis",
  "elements": ["O", "C", "C", "N", "C", "C", "C", "Cl", "H", "H", "H", "H", "H", "H", "H", "H"],
  "coordinates": [[1.359, 1.937, -0.101], [0.382, 0.976, 0.345], [-0.651, 0.598, -0.675], [-1.908, 0.088, -0.119], [-0.910, -0.860, -0.565], [0.053, -1.413, 0.467], [1.143, -0.342, 0.610], [2.431, -0.590, -0.561], [0.999, 2.822, 0.005], [-0.046, 1.360, 1.270], [-0.686, 1.041, -1.679], [-2.700, 0.147, -0.766], [-1.101, -1.478, -1.462], [0.448, -2.418, 0.228], [-0.444, -1.573, 1.419], [1.630, -0.295, 1.584]],
  "forces_ev_per_a": [[-0.6, -0.2, 0.0], [1.6, 0.8, -0.4], [-0.9, -0.1, -1.5], [-0.5, 0.1, 0.6], [0.5, -0.8, -1.1], [0.1, -0.8, 0.4], [-0.7, 0.1, 0.9], [0.4, -0.2, -0.5], [-0.1, 0.0, 0.0], [-0.3, -0.3, 0.1], [0.3, 0.1, 0.6], [0.6, 0.0, 0.2], [0.0, 0.5, 0.6], [0.0, 0.7, -0.2], [-0.2, 0.3, 0.3], [-0.1, -0.2, 0.0]],
  "mulliken_charge": [-0.54, -0.22, -0.10, -0.70, 0.07, -1.00, -0.09, -0.19, 0.33, 0.33, 0.45, 0.26, 0.40, 0.36, 0.30, 0.34],
  "spin_multiplicity": 1,
  "charge": 0,
  "mol_weight_g_mol": 133.6
}

Record 3
{
  "formula": "C5H8ClNO2",
  "method": "the ωB97M-V functional and the def2-TZVPD basis",
  "elements": ["C", "C", "C", "Cl", "N", "C", "C", "O", "O", "H", "H", "H", "H", "H", "H", "H", "H"],
  "coordinates": [[-2.455, -0.758, 0.468], [-1.793, 0.410, 0.477], [-0.675, 0.744, -0.499], [0.136, 2.329, 0.467], [0.244, -0.179, -0.928], [1.050, -0.803, 0.158], [2.475, -0.261, 0.158], [3.350, -0.907, 0.678], [2.624, 0.897, -0.440], [-3.382, -0.899, 1.117], [-2.263, -1.696, -0.080], [-2.253, 1.279, 0.975], [-1.183, 1.319, -1.322], [0.631, -0.254, -1.817], [0.587, -0.722, 1.215], [1.089, -1.779, -0.030], [1.818, 1.280, -0.597]],
  "forces_ev_per_a": [[-1.2, -0.4, 1.1], [-0.7, -1.0, -0.8], [-1.4, 1.8, -0.9], [-0.1, -0.4, -0.5], [-1.1, -0.4, 4.2], [-1.0, 3.5, 1.0], [-0.4, -1.4, 1.1], [0.0, 0.7, -0.5], [4.4, -1.1, 0.3], [1.3, 0.6, -0.9], [0.6, 0.9, 0.1], [0.6, -0.6, -0.1], [0.9, -0.7, 0.6], [0.4, 0.5, -1.6], [0.5, 0.3, -1.9], [0.5, -4.1, -0.6], [-3.3, 1.8, -0.6]],
  "mulliken_charge": [-0.73, -0.34, 0.08, -0.32, -0.32, -0.48, 0.61, -0.57, -0.42, 0.25, 0.25, 0.31, 0.49, 0.21, 0.25, 0.47, 0.25],
  "spin_multiplicity": 1,
  "charge": 0,
  "mol_weight_g_mol": 149.6
}

Record 4
{
  "formula": "C5H8ClNO2S",
  "method": "the ωB97M-V functional and the def2-TZVPD basis",
  "elements": ["C", "C", "C", "C", "C", "N", "O", "O", "S", "Cl", "H", "H", "H", "H", "H", "H", "H", "H"],
  "coordinates": [[2.141, 1.009, 0.735], [-0.313, 1.192, 0.609], [3.193, 0.001, 0.802], [-1.928, -1.483, -0.039], [-1.100, 1.248, -0.627], [0.934, 0.922, 0.649], [-2.157, -0.404, -2.465], [0.100, -0.924, -1.639], [-1.231, -0.453, -1.368], [-1.184, 1.193, 2.136], [2.811, -1.022, 0.775], [3.750, 0.167, 1.724], [3.881, 0.156, -0.024], [-2.803, -0.988, 0.360], [-2.196, -2.435, -0.480], [-1.162, -1.609, 0.712], [-0.619, 1.841, -1.405], [-2.115, 1.589, -0.455]],
  "forces_ev_per_a": [[-0.5, 0.5, 0.0], [0.1, -0.5, 0.8], [0.0, -0.6, 0.1], [0.4, 0.7, -0.6], [-0.2, -1.1, -0.4], [0.3, 0.7, 0.0], [-0.4, 0.2, 0.1], [0.3, 0.0, 0.3], [-0.2, -0.1, 0.2], [0.1, 0.1, -0.2], [0.1, -0.1, 0.0], [0.1, 0.0, 0.0], [0.1, 0.0, -0.1], [-0.2, 0.1, 0.1], [0.0, -0.1, -0.2], [0.1, 0.0, 0.2], [0.0, 0.0, -0.1], [0.0, 0.1, 0.0]],
  "mulliken_charge": [-0.04, 0.07, -0.69, -0.97, -0.77, 0.04, -0.64, -0.60, 1.12, -0.19, 0.27, 0.30, 0.27, 0.33, 0.38, 0.32, 0.33, 0.44],
  "spin_multiplicity": 1,
  "charge": 0,
  "mol_weight_g_mol": 181.6
}

Record 5
{
  "formula": "C5H8ClNO2S",
  "method": "the ωB97M-V functional and the def2-TZVPD basis",
  "elements": ["C", "C", "C", "C", "C", "N", "O", "O", "S", "Cl", "H", "H", "H", "H", "H", "H", "H", "H"],
  "coordinates": [[-1.435, 0.856, -1.024], [0.082, -1.776, -1.180], [-0.312, 2.982, 0.046], [0.955, -0.614, -0.706], [0.613, 0.708, -1.185], [-2.539, 0.831, -1.164], [1.502, 1.404, 1.147], [2.339, 2.800, -0.684], [1.263, 2.038, -0.102], [0.772, 0.922, -2.908], [-0.992, -1.599, -0.992], [0.146, -1.544, -2.244], [0.533, -2.611, -0.785], [0.029, 3.722, 0.839], [-0.737, 3.437, -0.907], [-1.022, 2.470, 0.637], [1.989, -0.842, -0.889], [0.992, -0.582, 0.451]],
  "forces_ev_per_a": [[8.9, -0.6, 0.3], [-0.8, 3.9, -1.6], [2.1, 2.4, 0.6], [-0.5, -1.3, 3.9], [-3.3, 0.4, -1.0], [-5.4, 0.0, -0.6], [0.0, -0.3, 0.9], [-1.0, -0.6, -0.3], [-1.6, 1.7, -0.5], [0.3, 0.3, 0.3], [0.6, -0.4, 0.6], [0.0, -1.6, -0.5], [0.4, -2.4, 0.2], [-0.2, 0.0, -1.4], [0.9, -0.6, 1.4], [-0.7, -1.2, 0.0], [0.7, 0.1, -0.7], [-0.4, 0.1, -1.7]],
  "mulliken_charge": [0.07, -1.18, -1.10, -0.69, 0.36, -0.43, -0.61, -0.59, 1.16, -0.06, 0.33, 0.29, 0.41, 0.36, 0.36, 0.47, 0.50, 0.36],
  "spin_multiplicity": 1,
  "charge": 0,
  "mol_weight_g_mol": 181.6
}

Record 6
{
  "formula": "C5H8ClNS",
  "method": "the ωB97M-V functional and the def2-TZVPD basis",
  "elements": ["N", "C", "C", "S", "C", "C", "C", "Cl", "H", "H", "H", "H", "H", "H", "H", "H"],
  "coordinates": [[0.245, -0.879, -1.122], [0.074, -0.546, 0.262], [-1.259, -1.076, 0.786], [-2.463, 0.028, -0.129], [-1.063, 1.426, -0.465], [-0.025, 0.909, 0.509], [1.296, 0.104, 0.845], [2.790, 0.100, -0.156], [-0.643, -1.020, -1.610], [0.821, -1.690, -1.369], [-1.393, -0.945, 1.828], [-1.462, -2.117, 0.532], [-0.812, 1.346, -1.575], [-1.527, 2.402, -0.264], [-0.441, 1.125, 1.499], [1.567, -0.003, 1.910]],
  "forces_ev_per_a": [[0.0, -0.4, -1.3], [-0.8, -1.6, -0.2], [0.1, -0.4, -0.6], [1.1, 0.7, 0.1], [-0.1, -0.6, -1.6], [0.3, 1.0, 0.7], [0.0, 0.4, -0.9], [-0.6, 0.0, 0.7], [0.2, 0.3, 0.5], [0.0, 0.6, 0.8], [-0.1, 0.2, 1.1], [0.0, 0.1, -0.1], [-0.2, 0.1, 1.7], [0.3, -0.4, 0.2], [0.2, -0.3, -0.1], [-0.5, 0.4, -0.7]],
  "mulliken_charge": [-0.58, 0.70, -0.95, -0.14, -0.79, -0.36, -0.18, -0.20, 0.26, 0.20, 0.38, 0.40, 0.32, 0.39, 0.22, 0.33],
  "spin_multiplicity": 1,
  "charge": 0,
  "mol_weight_g_mol": 149.6
}

| no. | HOMO-LUMO gap (Ha) |
| --- | --- |
| 1 | 0.339 |
| 2 | 0.381 |
| 3 | 0.383 |
| 4 | 0.299 |
| 5 | 0.384 |
| 6 | 0.350 |